Record 1
Entry from OMol25: one molecule with the formula C3H6N2 in a non-equilibrium geometry (ωB97M-V/def2-TZVPD).

Cartesian coordinates (Å):
1 C 1.16 -0.45 -0.14
2 N 0.49 0.46 0.64
3 C -0.76 0.97 0.17
4 C -1.58 -0.25 -0.36
5 N -1.11 -1.31 -0.72
6 H -0.10 -1.73 -0.66
7 H 1.95 -0.99 0.37
8 H 1.39 -0.08 -1.14
9 H 0.46 0.21 1.62
10 H -1.27 1.55 0.94
11 H -0.62 1.60 -0.71

lowest unoccupied orbital energy (spin up / spin down)	0.6 / 0.6	eV
energy relative to the best compared isomer or geometry (same formula, charge and spin)	3.782	eV
DFT total energy	-227.28586	hartree
E_HOMO (spin up / spin down)	-7.33 / -7.33	eV

Per-atom Löwdin charges, elementary charge units: number 1, C, carries -0.10; number 2, N, carries -0.10; number 3, C, carries -0.23; number 4, C, carries -0.17; number 5, N, carries 0.05; number 6, H, carries 0.07; number 7, H, carries 0.06; number 8, H, carries 0.07; number 9, H, carries 0.13; number 10, H, carries 0.11; number 11, H, carries 0.11

=====

Record 2
Entry from OMol25: one molecule with the formula C3H6N2 in a non-equilibrium geometry (ωB97M-V/def2-TZVPD).

Cartesian coordinates (Å):
1 C -0.58 0.88 -1.02
2 N -0.78 -0.11 0.07
3 C 0.20 -1.09 0.53
4 C 1.42 -0.42 1.03
5 N 2.26 0.32 1.34
6 H 0.11 1.72 -0.81
7 H -1.57 1.33 -1.19
8 H -0.29 0.44 -1.99
9 H -1.02 0.45 0.88
10 H -0.24 -1.67 1.36
11 H 0.48 -1.86 -0.20

lowest unoccupied orbital energy	0.9	eV
SMILES	CNCC#N
energy relative to the best compared isomer or geometry (same formula, charge and spin)	1.075	eV
DFT total energy	-227.38532	hartree
E_HOMO	-9.65	eV

Per-atom Löwdin charges, elementary charge units: number 1, C, carries -0.12; number 2, N, carries -0.13; number 3, C, carries -0.23; number 4, C, carries -0.22; number 5, N, carries 0.13; number 6, H, carries 0.07; number 7, H, carries 0.08; number 8, H, carries 0.08; number 9, H, carries 0.10; number 10, H, carries 0.12; number 11, H, carries 0.12

=====

Record 3
Entry from OMol25: one molecule with the formula C3H6N2 in a non-equilibrium geometry (ωB97M-V/def2-TZVPD).

Cartesian coordinates (Å):
1 C -0.27 0.55 -1.78
2 N 0.27 0.85 -0.67
3 N 0.57 -0.22 0.18
4 C 0.20 -0.05 1.53
5 C -0.54 -1.02 0.71
6 H -0.64 -0.44 -2.00
7 H -0.41 1.36 -2.50
8 H -0.30 0.93 1.75
9 H 0.98 -0.29 2.27
10 H -0.32 -2.09 0.80
11 H -1.53 -0.77 0.36

lowest unoccupied orbital energy	1.2	eV
SMILES	C=NN1CC1
energy relative to the best compared isomer or geometry (same formula, charge and spin)	2.856	eV
DFT total energy	-227.31986	hartree
E_HOMO	-9.22	eV

Per-atom Löwdin charges, elementary charge units: number 1, C, carries -0.05; number 2, N, carries -0.03; number 3, N, carries -0.16; number 4, C, carries -0.18; number 5, C, carries -0.13; number 6, H, carries 0.07; number 7, H, carries 0.07; number 8, H, carries 0.11; number 9, H, carries 0.11; number 10, H, carries 0.10; number 11, H, carries 0.10

=====

Record 4
Entry from OMol25: one molecule with the formula C3H6N2 in a non-equilibrium geometry (ωB97M-V/def2-TZVPD).

Cartesian coordinates (Å):
1 C -1.38 -0.27 0.09
2 N -1.19 0.94 0.03
3 C 0.29 1.18 -0.17
4 C 1.04 -0.37 0.13
5 N -0.27 -1.08 -0.26
6 H -2.35 -0.80 0.11
7 H 0.42 1.71 -1.11
8 H 0.62 1.64 0.72
9 H 2.02 -0.36 -0.59
10 H 1.22 -0.46 1.31
11 H -0.43 -2.11 -0.27

lowest unoccupied orbital energy	1.0	eV
SMILES	C1=NCCN1
energy relative to the best compared isomer or geometry (same formula, charge and spin)	2.285	eV
DFT total energy	-227.34085	hartree
E_HOMO	-8.80	eV

Per-atom Löwdin charges, elementary charge units: number 1, C, carries -0.31; number 2, N, carries 0.01; number 3, C, carries -0.14; number 4, C, carries -0.12; number 5, N, carries -0.07; number 6, H, carries 0.12; number 7, H, carries 0.10; number 8, H, carries 0.05; number 9, H, carries 0.13; number 10, H, carries 0.12; number 11, H, carries 0.12

=====

Record 5
Entry from OMol25: one molecule with the formula C3H6N2O in a non-equilibrium geometry (ωB97M-V/def2-TZVPD).

Cartesian coordinates (Å):
1 C -1.37 0.57 -0.51
2 C -1.25 -0.77 -0.12
3 N -0.10 -0.99 0.49
4 C 0.67 0.37 0.47
5 N 1.90 0.13 -0.17
6 O 0.56 1.18 1.36
7 H -2.04 0.81 -1.33
8 H -1.54 1.31 0.25
9 H -1.81 -1.62 -0.51
10 H 0.25 -1.91 0.73
11 H 2.02 0.59 -1.06
12 H 2.72 0.33 0.38

lowest unoccupied orbital energy (spin up / spin down)	0.3 / 0.3	eV
SMILES	C=CNC(N)=O
energy relative to the best compared isomer or geometry (same formula, charge and spin)	3.787	eV
DFT total energy	-302.55394	hartree
E_HOMO (spin up / spin down)	-7.81 / -7.81	eV

Per-atom Löwdin charges, elementary charge units: number 1, C, carries -0.06; number 2, C, carries -0.18; number 3, N, carries 0.06; number 4, C, carries -0.53; number 5, N, carries 0.11; number 6, O, carries 0.08; number 7, H, carries 0.03; number 8, H, carries 0.06; number 9, H, carries 0.12; number 10, H, carries 0.14; number 11, H, carries 0.09; number 12, H, carries 0.09

=====

Record 6
Entry from OMol25: one molecule with the formula C3H6N2O (ωB97M-V/def2-TZVPD).

Cartesian coordinates (Å):
1 H -1.58 1.11 -1.58
2 N -0.85 0.42 -1.55
3 C -0.41 0.19 -0.38
4 C -1.17 0.62 0.87
5 N 0.89 -0.37 -0.48
6 C 1.81 -1.13 0.19
7 O 2.81 -1.53 -0.37
8 H -1.73 1.53 0.60
9 H -0.57 0.86 1.75
10 H -1.94 -0.11 1.16
11 H 1.15 -0.26 -1.46
12 H 1.60 -1.33 1.25

lowest unoccupied orbital energy	0.7	eV
SMILES	[H]/N=C(\C)NC=O
energy relative to the best compared isomer or geometry (same formula, charge and spin)	1.182	eV
DFT total energy	-302.64967	hartree
E_HOMO	-9.80	eV

Per-atom Löwdin charges, elementary charge units: number 1, H, carries 0.04; number 2, N, carries 0.11; number 3, C, carries -0.42; number 4, C, carries -0.02; number 5, N, carries 0.09; number 6, C, carries -0.33; number 7, O, carries 0.03; number 8, H, carries 0.08; number 9, H, carries 0.07; number 10, H, carries 0.08; number 11, H, carries 0.13; number 12, H, carries 0.13

=====

Record 7
Entry from OMol25: C3H6N2O as an isolated structure in a non-equilibrium geometry (ωB97M-V/def2-TZVPD).

Cartesian coordinates (Å):
1 C -2.59 0.18 0.47
2 C -1.35 -0.10 0.18
3 C 0.48 -0.17 -1.19
4 N -0.74 -0.11 -1.06
5 N 2.68 0.37 0.08
6 O 1.47 -0.19 0.35
7 H -3.05 -0.12 1.43
8 H -3.32 0.74 -0.13
9 H -0.93 -0.73 1.00
10 H 1.20 -0.32 -1.95
11 H 3.27 -0.52 0.05
12 H 2.88 0.97 0.78

lowest unoccupied orbital energy	0.7	eV
energy relative to the best compared isomer or geometry (same formula, charge and spin)	5.770	eV
DFT total energy	-302.48105	hartree
E_HOMO	-8.48	eV

Per-atom Löwdin charges, elementary charge units: number 1, C, carries 0.01; number 2, C, carries -0.26; number 3, C, carries 0.05; number 4, N, carries 0.06; number 5, N, carries -0.08; number 6, O, carries -0.27; number 7, H, carries 0.07; number 8, H, carries 0.06; number 9, H, carries 0.12; number 10, H, carries 0.10; number 11, H, carries 0.11; number 12, H, carries 0.03

=====

Record 8
Entry from OMol25: one molecule with the formula C3H6N2O in a non-equilibrium geometry (ωB97M-V/def2-TZVPD).

Cartesian coordinates (Å):
1 N -3.05 -0.57 0.61
2 C -1.89 -0.54 0.62
3 C -0.41 -0.45 0.63
4 O -0.02 0.42 1.65
5 C 0.11 0.00 -0.76
6 N 1.41 0.64 -0.57
7 H -0.04 -1.46 0.86
8 H 0.48 1.13 1.22
9 H -0.57 0.74 -1.17
10 H 0.10 -0.87 -1.43
11 H 2.09 -0.03 -0.21
12 H 1.76 0.99 -1.45

lowest unoccupied orbital energy	0.6	eV
SMILES	N#C[C@H](O)CN
energy relative to the best compared isomer or geometry (same formula, charge and spin)	1.461	eV
DFT total energy	-302.63942	hartree
E_HOMO	-10.61	eV

Per-atom Löwdin charges, elementary charge units: number 1, N, carries 0.16; number 2, C, carries -0.16; number 3, C, carries -0.39; number 4, O, carries -0.02; number 5, C, carries -0.22; number 6, N, carries -0.01; number 7, H, carries 0.15; number 8, H, carries 0.08; number 9, H, carries 0.12; number 10, H, carries 0.12; number 11, H, carries 0.09; number 12, H, carries 0.08